(1)
This record from the OMol25 dataset describes a molecular structure, C27H58O4P2PbSi. The level of theory is the ωB97M-V functional and the def2-TZVPD basis.

Geometry as ORCA input:
```
! RIJCOSX wB97M-V def2-TZVPD def2/J DEFGRID3
* xyz 2 1
P -2.72253 4.12453 -0.49750
P -3.75668 0.69268 -0.33745
C -4.43569 3.50846 -0.79310
C -4.76885 2.27510 0.02488
H -4.57969 3.41920 -1.87952
H -5.10841 4.33089 -0.47855
H -4.64930 2.50887 1.08841
H -5.83296 2.05421 -0.12483
C -5.21218 -0.06637 -1.25017
H -4.99036 -1.11318 -1.50369
H -5.43341 0.44842 -2.20045
H -6.13681 -0.04596 -0.63405
C -3.82422 -0.32017 1.17433
H -4.81817 -0.62749 1.49612
H -3.35771 0.21483 2.01482
H -3.25526 -1.23572 0.95433
C -3.07936 5.79810 -1.15746
H -2.29221 6.52119 -0.90336
H -4.03187 6.15626 -0.74774
H -3.17055 5.77408 -2.25058
C -2.60240 4.40514 1.27635
H -2.93913 3.53296 1.85256
H -3.23760 5.26909 1.53880
H -1.57923 4.65230 1.58945
Pb -0.76747 -0.17021 1.61902
C -2.97132 1.27958 -2.74175
C -3.38915 2.24646 -3.57695
C -2.47532 2.63554 -4.65670
C -1.09207 3.23117 -4.15068
C -1.25008 4.04966 -2.96229
C -1.22789 3.64973 -1.62135
C -0.90296 2.15005 -1.29542
C -1.48686 1.09998 -2.32303
C 0.81968 1.33681 1.65624
H -3.37150 0.28203 -3.00666
H -4.43484 2.55680 -3.74841
H -2.94242 3.33408 -5.36988
H -2.24200 1.68210 -5.17647
H -0.31768 2.45347 -4.11327
H -0.74427 3.85066 -5.00278
H -1.28691 5.12392 -3.12748
H -0.49876 4.28765 -1.08076
H -1.22207 1.97151 -0.23954
H 0.20212 2.06275 -1.22057
H -0.77974 1.08321 -3.18553
H -1.32466 0.10197 -1.86822
H 1.29524 1.42170 2.62452
H 0.32644 2.25336 1.34843
H 1.52755 1.00571 0.90421
C 4.65858 -0.05874 0.77382
C 4.30293 -1.19310 -0.17726
C 3.79179 -0.71350 -1.53523
C 5.57437 -2.01142 -0.36361
O 3.33287 -2.03951 0.42725
Si 1.86272 -2.08886 1.10018
O 0.62789 -1.38573 0.34390
O 1.70965 -3.74581 1.25808
C 1.67823 -4.80026 0.22322
C 0.43115 -4.60373 -0.62726
C 2.89324 -4.74650 -0.68506
C 1.65908 -6.13708 0.95864
O 2.01084 -1.31424 2.56918
C 2.44889 -1.90298 3.82760
C 1.30542 -2.75174 4.37973
C 3.68672 -2.76847 3.57893
C 2.77371 -0.71355 4.72728
H 5.39679 0.58831 0.27866
H 5.11628 -0.47176 1.68291
H 3.78600 0.53661 1.06799
H 4.51742 0.00935 -1.93727
H 3.70870 -1.55456 -2.24223
H 2.79941 -0.24468 -1.45532
H 5.96945 -2.32769 0.61257
H 5.42021 -2.89453 -0.99336
H 6.34520 -1.38942 -0.83805
H 0.44158 -3.59446 -1.05198
H 0.38162 -5.33703 -1.44822
H -0.46853 -4.72486 -0.01352
H 3.83251 -4.80757 -0.12813
H 2.86669 -5.60171 -1.37976
H 2.90132 -3.83133 -1.28268
H 2.57278 -6.28171 1.54616
H 0.79137 -6.22011 1.61985
H 1.60595 -6.99482 0.27714
H 1.09076 -3.59167 3.70416
H 1.55528 -3.18037 5.35916
H 0.41644 -2.12260 4.49579
H 4.47889 -2.18248 3.09478
H 4.08226 -3.15427 4.53141
H 3.46045 -3.65207 2.95888
H 3.59156 -0.12317 4.29561
H 1.90602 -0.04792 4.81237
H 3.05702 -1.08537 5.71741
*
```

highest occupied orbital energy (spin up / spin down)	-13.070 / -12.998	eV
gap between HOMO and LUMO (spin up / spin down)	5.53 / 3.62	eV

=====

(2)
This record from the OMol25 dataset describes 3 unconnected molecules or ions with the total composition C16H39BNO13S2. The level of theory is the ωB97M-V functional and the def2-TZVPD basis.

Geometry as ORCA input:
```
! RIJCOSX wB97M-V def2-TZVPD def2/J DEFGRID3
* xyz -1 1
C 5.30217 1.30345 1.68632
C 5.09399 2.95883 1.69428
O 4.54546 3.38938 0.37292
C 3.21348 3.94393 0.67719
C 2.43631 4.43965 -0.71689
O 1.32164 5.32022 -0.24652
C 0.09268 4.50568 -0.32509
C -1.24214 5.25398 0.26381
O -2.12599 4.34896 1.03548
C -1.65831 4.24930 2.44867
S -1.84305 2.39908 2.88938
O -3.28796 1.97202 2.53813
O -1.70477 2.29923 4.44632
N -0.58614 1.57225 2.00429
S -1.21227 0.31031 0.97325
O -2.26969 0.78283 -0.06619
O -1.71630 -0.87963 1.86997
B 0.20786 -0.44397 -0.06898
O 0.08575 -1.91285 -0.36119
O 1.35626 0.39112 -0.56873
C 0.76172 1.07523 -1.76439
H 4.59187 0.76900 2.46115
H 6.41089 0.98992 1.93273
H 5.08452 0.91521 0.59309
H 6.15833 3.41549 1.87793
H 4.38143 3.27852 2.59145
H 2.53151 3.06992 1.10955
H 3.29853 4.83747 1.46226
H 1.98340 3.54450 -1.32082
H 3.16148 5.04329 -1.41145
H -0.10341 4.21398 -1.46114
H 0.22080 3.50106 0.28273
H -0.99026 6.23996 0.84796
H -1.88312 5.59076 -0.68406
H -0.55426 4.62593 2.60173
H -2.43042 4.85549 3.08631
H -0.84830 -1.99967 -0.76626
H 0.11861 0.35482 -2.42891
H 1.66862 1.57192 -2.33596
H 0.04385 1.89910 -1.31982
C -2.47066 -4.28005 5.24397
O -2.54050 -4.59982 3.85846
C -1.58646 -3.86593 3.08408
C -0.37280 -4.73176 2.73510
O 0.38374 -5.06275 3.90377
C 0.12485 -6.38685 4.35670
H -3.04160 -5.03030 5.79816
H -1.44228 -4.28491 5.61373
H -2.92051 -3.29697 5.41713
H -1.28039 -2.95068 3.60610
H -2.08904 -3.57123 2.15777
H 0.29127 -4.15677 2.07863
H -0.67435 -5.63735 2.19462
H 0.62884 -7.10444 3.70224
H -0.94761 -6.60652 4.39039
H 0.53010 -6.48868 5.36606
C 0.21955 -0.63319 -6.16639
O -0.53143 -0.58737 -4.95780
C -1.92320 -0.35058 -5.19314
C -2.73124 -1.64682 -5.08707
O -2.40080 -2.55402 -6.14324
C -1.52177 -3.58679 -5.71182
H 1.20637 -1.04730 -5.94132
H -0.25697 -1.26442 -6.92058
H 0.34490 0.38096 -6.55956
H -2.07853 0.13194 -6.16623
H -2.26273 0.34257 -4.41741
H -3.79570 -1.40658 -5.19554
H -2.59397 -2.12027 -4.10719
H -2.07788 -4.31898 -5.11861
H -0.68448 -3.19423 -5.12496
H -1.11953 -4.08564 -6.59655
*
```

highest occupied orbital energy	-5.799	eV
gap between HOMO and LUMO	8.17	eV

=====

(3)
This record from the OMol25 dataset describes 10 unconnected molecules or ions with the total composition C63H139N7O10. The level of theory is the ωB97M-V functional and the def2-TZVPD basis.

Geometry as ORCA input:
```
! RIJCOSX wB97M-V def2-TZVPD def2/J DEFGRID3
* xyz 0 1
C -4.03612 -0.72724 2.28099
C -3.92180 -2.16718 1.60790
C -5.37758 -2.44679 1.07421
C -2.97113 -2.06505 0.37858
C -2.45341 -3.43680 -0.19620
C -1.96600 -4.35248 0.89416
C -2.85626 -4.51461 2.16153
C -3.94166 -5.55678 1.81284
C -1.92245 -4.96929 3.30839
N -3.44765 -3.19743 2.57016
O -4.26834 -3.33600 3.66714
H -4.66191 -0.47759 3.13782
H -3.01102 -0.47890 2.55592
H -4.38384 -0.07920 1.47648
H -5.66125 -1.58638 0.46814
H -5.39509 -3.33753 0.44621
H -6.06407 -2.47983 1.92022
H -3.41498 -1.40846 -0.36974
H -2.07043 -1.54825 0.70987
H -3.29338 -3.92316 -0.69218
H -1.71710 -3.27024 -0.98246
H -0.97807 -4.11135 1.28654
H -1.89973 -5.31617 0.38919
H -4.38996 -5.46807 0.82327
H -4.73079 -5.62410 2.56175
H -3.56621 -6.57993 1.82979
H -1.16183 -5.70840 3.05683
H -2.40198 -5.56338 4.08634
H -1.25448 -4.22772 3.74655
H -3.78860 -3.03046 4.44050
C -6.00696 4.86733 -2.65377
C -5.88833 3.52332 -1.87455
C -7.34302 3.06005 -1.62333
C -5.04198 2.54503 -2.74056
C -3.50166 2.87245 -2.68019
C -2.98419 3.10019 -1.25481
C -3.77517 4.05832 -0.41953
C -3.44446 3.55134 0.92961
C -3.27715 5.57305 -0.58683
N -5.23816 3.81637 -0.57151
O -5.91577 4.47157 0.35541
H -6.61064 4.73187 -3.55117
H -6.59140 5.61997 -2.12457
H -5.09239 5.42915 -2.84357
H -7.27127 2.09647 -1.11889
H -7.97319 3.77788 -1.09825
H -7.84845 2.67452 -2.50877
H -5.25731 1.51708 -2.44895
H -5.50490 2.58791 -3.72644
H -2.94626 2.16364 -3.29438
H -3.35539 3.79476 -3.24236
H -2.01569 3.57732 -1.40467
H -2.81536 2.13364 -0.78008
H -3.86904 4.27081 1.62973
H -2.39058 3.42684 1.17850
H -3.89383 2.58861 1.17316
H -3.85244 6.35860 -0.09689
H -3.25403 5.88746 -1.63025
H -2.30920 5.68609 -0.09856
H -6.25488 3.68805 0.79439
C 3.29572 1.23772 -1.31115
C 3.02451 2.43417 -2.26179
C 4.20937 2.66292 -3.25754
C 1.78420 2.00925 -3.03055
C 1.12127 3.06770 -3.91364
C 0.70223 4.28667 -3.06626
C 1.90646 4.82274 -2.14941
C 2.85032 5.74134 -3.00712
C 1.23167 5.77502 -1.12532
N 2.58686 3.66356 -1.48784
O 3.64719 4.05441 -0.64772
H 3.57163 0.34940 -1.87936
H 4.13422 1.35304 -0.62431
H 2.44397 0.95101 -0.69437
H 4.55497 1.74650 -3.73590
H 3.99043 3.25224 -4.14796
H 5.01842 3.27062 -2.85225
H 2.04993 1.12917 -3.61615
H 1.00565 1.66304 -2.35076
H 1.84727 3.40867 -4.65172
H 0.29860 2.65228 -4.49565
H -0.14530 3.92682 -2.48289
H 0.26631 5.00305 -3.76259
H 2.94177 5.30834 -4.00324
H 3.87034 5.89118 -2.65327
H 2.47888 6.75835 -3.13291
H 1.95698 6.16164 -0.40939
H 0.50957 5.21045 -0.53547
H 0.63321 6.50863 -1.66547
H 3.30706 3.61786 0.13671
C -2.90694 -2.74398 -4.07846
C -3.55688 -1.69131 -5.06223
C -4.60699 -0.86305 -4.30398
C -2.62997 -0.67186 -5.60930
C -1.66904 -1.07948 -6.76767
C -2.51505 -1.65762 -7.93652
C -3.54571 -2.74857 -7.45713
C -4.57787 -2.93519 -8.67566
C -2.75907 -4.07602 -7.35966
N -4.24425 -2.29246 -6.22802
O -5.28859 -3.18732 -5.93034
H -1.89350 -3.09166 -4.27881
H -3.50431 -3.65530 -4.10595
H -2.97930 -2.43954 -3.03434
H -5.28658 -1.52308 -3.76491
H -5.23566 -0.14285 -4.82761
H -4.21909 -0.33771 -3.43124
H -3.17921 0.22603 -5.89253
H -2.03798 -0.13396 -4.86882
H -0.99855 -1.86923 -6.42879
H -1.11173 -0.18392 -7.04239
H -1.86012 -2.11560 -8.67775
H -2.99282 -0.82734 -8.45658
H -4.19919 -2.77676 -9.68541
H -5.28369 -3.73326 -8.44540
H -5.19468 -2.03875 -8.73920
H -3.45252 -4.87520 -7.09787
H -2.32651 -4.30155 -8.33441
H -1.96602 -3.98368 -6.61760
H -6.02496 -2.60817 -6.13990
C 3.64428 -3.81888 3.17163
C 2.69745 -2.60101 3.75547
C 2.36975 -1.69621 2.52855
C 1.29838 -3.14591 4.05753
C 1.19194 -3.92837 5.33068
C 1.70523 -3.03763 6.51815
C 3.12111 -2.41739 6.30152
C 3.27740 -1.27084 7.36344
C 4.18373 -3.51399 6.49778
N 3.21888 -1.91942 4.89538
O 4.47356 -1.28784 4.55309
H 4.55249 -3.39025 2.74792
H 3.93668 -4.36111 4.07085
H 3.11082 -4.51767 2.52726
H 3.33259 -1.34347 2.15892
H 1.86087 -2.32138 1.79486
H 1.66265 -0.87900 2.67104
H 0.58918 -2.32342 4.15051
H 0.90723 -3.82295 3.29812
H 0.18758 -4.21786 5.63983
H 1.70265 -4.88380 5.21050
H 1.71801 -3.66558 7.40899
H 0.92038 -2.30459 6.70461
H 4.27831 -0.85130 7.26213
H 3.16328 -1.56051 8.40804
H 2.55379 -0.46602 7.23406
H 3.78280 -4.43969 6.08495
H 4.47766 -3.61420 7.54261
H 5.09763 -3.28969 5.94771
H 4.32063 -0.35393 4.39176
C 2.63551 4.95777 2.31143
C 2.78892 5.39300 3.80796
C 3.74680 6.50455 3.96601
C 1.32993 5.96180 4.20359
C 1.06572 6.06025 5.64650
C 1.27183 4.72364 6.29913
C 2.68816 4.19803 6.12275
C 3.66143 5.00634 7.05435
C 2.58495 2.67735 6.67067
N 3.15004 4.25048 4.69144
O 4.42303 3.81564 4.44901
H 1.94909 5.62734 1.79316
H 3.55939 5.06477 1.74302
H 2.22954 3.95125 2.21033
H 4.78083 6.27169 3.71169
H 3.54058 7.45383 3.47159
H 3.92316 6.81287 4.99653
H 1.32159 6.98075 3.81658
H 0.61279 5.29145 3.72986
H 1.69182 6.91175 5.91300
H 0.04666 6.44616 5.67281
H 0.56627 4.00276 5.88603
H 1.06567 4.88846 7.35668
H 4.67277 4.61238 6.95391
H 3.58417 4.91495 8.13777
H 3.74393 6.07504 6.85641
H 2.02387 1.94505 6.09012
H 2.31330 2.76156 7.72291
H 3.60895 2.30857 6.61124
H 4.95389 4.52792 4.81292
C 1.88382 -4.89555 -0.66981
C 2.39534 -3.76969 -1.64320
C 1.44303 -2.57855 -1.73541
C 3.64238 -3.20079 -0.89185
C 4.93791 -4.01545 -1.05081
C 5.22548 -4.43802 -2.49310
C 4.08593 -5.09050 -3.22793
C 4.44888 -5.19328 -4.76528
C 3.87410 -6.53597 -2.71959
N 2.82052 -4.24849 -2.99313
O 1.84985 -4.54073 -3.83096
H 2.64347 -5.65233 -0.47402
H 1.71115 -4.58483 0.36060
H 1.07926 -5.52712 -1.04653
H 0.46854 -2.95177 -1.42045
H 1.55567 -1.73859 -1.04993
H 1.47388 -2.15573 -2.73959
H 3.75814 -2.13317 -1.07862
H 3.49297 -3.24608 0.18690
H 5.87874 -3.60311 -0.68624
H 4.82160 -4.86193 -0.37399
H 6.09605 -5.08857 -2.40940
H 5.54986 -3.54608 -3.02912
H 3.65821 -5.68940 -5.32813
H 5.39225 -5.72191 -4.90207
H 4.55848 -4.22903 -5.26157
H 2.80292 -6.71432 -2.62530
H 4.38855 -6.84048 -1.80816
H 4.16656 -7.29227 -3.44799
H 1.82683 -3.80361 -4.44555
O 0.63895 1.34470 1.19589
H 1.23567 1.99287 0.82170
H 0.88241 1.29997 2.12053
O 2.43066 1.46472 3.42638
H 2.36098 0.77624 4.08771
H 2.79643 2.21359 3.89717
O -0.53017 -0.11660 -0.70016
H -1.08150 -0.68410 -0.16145
H -0.05202 0.42209 -0.06974
*
```

highest occupied orbital energy	-7.629	eV
structure (SMILES)	CC1(C)CCCC(C)(C)N1O.CC1(C)CCCC(C)(C)N1O.CC1(C)CCCC(C)(C)N1O.CC1(C)CCCC(C)(C)N1O.CC1(C)CCCC(C)(C)N1O.CC1(C)CCCC(C)(C)N1O.CC1(C)CCCC(C)(C)N1O.O.O.O
gap between HOMO and LUMO	7.95	eV

=====

(4)
This record from the OMol25 dataset describes 2 unconnected molecules or ions with the total composition CH7N2O. The level of theory is the ωB97M-V functional and the def2-TZVPD basis.

Geometry as ORCA input:
```
! RIJCOSX wB97M-V def2-TZVPD def2/J DEFGRID3
* xyz -1 1
O 1.57015 -1.30937 -0.73578
H 1.11957 -1.68727 -1.47127
N -0.24717 0.48776 1.45900
C -0.91173 0.94342 0.18521
N -0.49039 0.15187 -0.85671
H -1.02025 -0.08774 1.98228
H 0.58324 -0.14249 1.30292
H -2.00020 1.28301 0.34535
H -0.36169 1.94087 0.09813
H 0.84466 -0.43957 -0.61059
H -1.09326 -0.52974 -1.08784
*
```

highest occupied orbital energy	-2.320	eV
gap between HOMO and LUMO	7.26	eV

=====

(5)
This record from the OMol25 dataset describes 2 unconnected molecules or ions with the total composition C3H8N2. The level of theory is the ωB97M-V functional and the def2-TZVPD basis.

Geometry as ORCA input:
```
! RIJCOSX wB97M-V def2-TZVPD def2/J DEFGRID3
* xyz 0 1
C -2.00067 -0.39550 1.43008
C -1.85154 -0.18034 0.12358
N -0.93822 0.71838 -0.41519
H -1.38577 0.21538 2.08627
H -2.53973 -1.20482 1.88468
H -2.39692 -0.70346 -0.64670
H -0.48375 1.42776 0.12989
H -1.20771 1.03733 -1.32781
C 2.70318 -0.53652 -0.72537
N 1.97837 0.23892 -0.03825
H 3.09319 -1.46726 -0.31502
H 2.95380 -0.33068 -1.77349
H 2.07576 1.18079 -0.41268
*
```

highest occupied orbital energy	-7.968	eV
structure (SMILES)	C=CN.C=N
gap between HOMO and LUMO	9.06	eV

=====

(6)
This record from the OMol25 dataset describes C4H6Cl2Si in the gas phase. The level of theory is the ωB97M-V functional and the def2-TZVPD basis.

Geometry as ORCA input:
```
! RIJCOSX wB97M-V def2-TZVPD def2/J DEFGRID3
* xyz 0 3
C -2.12495 -1.57062 0.59904
C -1.53062 -0.50815 0.72936
C 1.50398 -0.53302 0.07592
C 0.91187 0.47122 -0.76266
Si -0.72256 1.22651 0.08917
Cl -0.04804 2.42767 1.55327
Cl -2.17173 1.95602 -1.06082
H -2.87800 -2.29514 0.43587
H 1.66512 -0.03301 1.09156
H 0.71124 -1.35010 0.24245
H 2.44291 -0.93552 -0.30803
H 0.63344 -0.16511 -1.62544
H 1.60735 1.30925 -1.05971
*
```

highest occupied orbital energy (spin up / spin down)	-5.405 / -10.454	eV
gap between HOMO and LUMO (spin up / spin down)	6.05 / 7.66	eV

=====

F_max values (in eV/Å) by entry order: 4.479 5.522 5.842 4.219 1.872 11.349.